No. 1
The following is a DFT calculation (ωB97M-V/def2-TZVPD) of 8 unconnected molecules or ions with the total composition C38H57IO24.

XYZ file:
```
120
Properties=species:S:1:pos:R:3:forces:R:3
C -3.99187 2.91003 -0.06558 -0.0195 -0.0646 -0.1273
C -5.05023 1.98017 -0.70193 0.0554 0.3898 0.0441
C -6.11204 1.44426 0.28124 0.1759 -0.1471 -0.2425
C -5.88261 0.01494 0.80081 -0.2655 0.1167 0.5280
C -4.45834 -0.28442 1.21420 0.6005 -0.3960 -0.0477
O -4.29274 -0.55091 2.64289 0.2225 0.7011 -0.2177
C -2.96594 -0.82154 2.77409 0.1065 -0.0176 0.0010
O -2.34238 -0.63708 3.77415 -0.1579 -0.2163 -0.0871
C -2.41821 -1.36971 1.44227 -0.5005 -0.5150 -0.1947
C -1.55075 -2.62226 1.67629 0.4161 0.2801 -0.0086
C -0.24672 -2.48437 0.92817 0.2267 0.0648 0.1596
O 0.79968 -2.18079 1.45062 -0.2731 -0.1599 -0.1471
C -3.70645 -1.47510 0.59995 -0.2308 0.4951 0.4622
I -4.83316 -3.25840 1.06231 0.0476 -0.0688 -0.3656
H -3.03320 2.40576 0.06958 -0.0734 0.0378 0.1125
H -4.33514 3.29671 0.89653 0.0615 -0.0357 -0.0157
H -3.79596 3.77521 -0.70346 0.0025 -0.0800 0.0180
H -4.53368 1.16581 -1.22014 -0.1320 -0.0494 -0.0086
H -5.56872 2.55446 -1.47520 0.0145 -0.1296 0.0261
H -6.18279 2.13278 1.12871 -0.0377 -0.0553 -0.0649
H -7.08243 1.45398 -0.22382 0.0102 -0.0009 0.1843
H -6.50372 -0.11859 1.69381 0.0014 -0.1501 -0.1511
H -6.23120 -0.72485 0.07463 0.1558 0.0725 -0.0308
H -3.78340 0.56052 1.02740 -0.3989 0.1789 -0.2666
H -1.84214 -0.57954 0.94386 0.0535 0.0055 0.2512
H -1.32587 -2.71979 2.74156 -0.0357 0.0077 -0.0825
H -2.06998 -3.51446 1.32402 -0.0506 0.0415 0.0525
H -0.29545 -2.65047 -0.16565 0.0107 0.0452 -0.0117
H -3.60613 -1.35957 -0.47888 0.1595 -0.2812 0.1128
C 1.48180 -1.91238 -3.46468 -0.0385 -0.1336 0.2534
C 0.52086 -0.75870 -3.38019 0.2112 -0.1376 -0.0507
C 1.13561 0.59392 -3.10960 -0.0195 0.0774 -0.0614
O 0.05901 1.28783 -2.45309 0.0425 -0.0154 -0.0049
C -0.71053 0.36498 -1.84901 0.1392 0.0161 -0.0061
O -1.57582 0.61929 -1.06691 -0.1525 -0.1212 0.0732
O -0.36791 -0.87982 -2.23949 -0.1131 0.0675 -0.0623
H 0.95311 -2.86443 -3.45088 -0.0024 0.0077 -0.1016
H 2.05237 -1.84995 -4.39128 -0.0005 0.0392 -0.0115
H 2.17523 -1.90671 -2.62196 -0.0031 0.0554 0.0020
H -0.10950 -0.71954 -4.27380 -0.0450 0.0077 0.0275
H 1.43962 1.12041 -4.00703 -0.0749 0.1301 0.0788
H 1.97680 0.53135 -2.41539 0.0107 -0.0624 -0.0077
C -2.03909 -6.29432 0.12946 0.1859 -0.1066 0.0781
C -2.01327 -5.71514 -1.25756 -0.0594 -0.0391 0.1458
C -2.44242 -6.64589 -2.37006 -0.0624 -0.0111 -0.0569
O -1.71547 -6.12633 -3.49304 -0.0143 -0.0525 0.0188
C -0.60585 -5.51756 -3.01922 -0.0266 -0.0132 0.0879
O 0.29552 -5.13276 -3.69155 0.0518 0.0425 -0.0786
O -0.66592 -5.40364 -1.67295 -0.0346 0.0743 -0.0450
H -1.51770 -5.64193 0.82846 -0.0663 0.0485 0.0047
H -3.07028 -6.40347 0.46432 -0.0081 0.0144 0.0129
H -1.54924 -7.26829 0.16539 -0.0126 -0.0047 -0.0717
H -2.58778 -4.78394 -1.29451 -0.0082 -0.0001 -0.0036
H -3.50927 -6.62991 -2.57496 0.0261 0.0784 -0.1045
H -2.11484 -7.67286 -2.19342 -0.0158 -0.0026 0.0627
C -3.20550 -0.94754 6.73815 -0.2612 0.0915 0.0855
C -2.79040 -0.97831 8.18197 -0.0149 -0.1077 -0.1490
C -2.93148 -2.30089 8.90898 -0.0394 0.1335 0.1150
O -3.11582 -1.86643 10.26998 -0.0214 -0.1469 -0.0355
C -3.66560 -0.63142 10.24440 0.0065 0.0419 -0.0529
O -4.10168 -0.06518 11.19478 -0.0246 0.0018 0.0278
O -3.64419 -0.13477 8.98827 0.0758 0.0133 0.0566
H -3.26091 0.07985 6.38273 0.0901 0.0017 -0.0188
H -2.48592 -1.48293 6.12905 0.0361 -0.0179 -0.0213
H -4.18879 -1.40100 6.59950 0.0123 -0.0291 0.0565
H -1.76890 -0.59940 8.29207 -0.0039 0.0207 0.0205
H -2.06625 -2.94829 8.84213 0.0625 0.0065 0.0790
H -3.82160 -2.84984 8.59525 0.0073 0.0119 -0.0705
C 3.02182 -4.17755 6.38446 -0.0746 -0.0542 0.1936
C 1.70008 -3.84537 5.74423 0.1540 -0.0067 0.0414
C 1.29917 -2.38648 5.76528 0.0162 0.0854 -0.0783
O -0.13241 -2.47273 5.75035 0.0148 0.0668 0.0384
C -0.48362 -3.65344 6.30198 0.0633 -0.0731 -0.0984
O -1.59893 -3.95839 6.58369 -0.0128 -0.0423 0.0702
O 0.60361 -4.43722 6.47632 -0.0385 0.0025 -0.0716
H 3.12238 -5.25451 6.51180 0.0155 -0.0069 -0.0807
H 3.84025 -3.82344 5.75828 -0.0044 0.0146 -0.0157
H 3.10544 -3.71548 7.36884 -0.0155 0.0217 -0.0120
H 1.65515 -4.23662 4.72397 -0.0164 0.0069 -0.0086
H 1.64584 -1.81554 4.90843 -0.1358 -0.0198 -0.0687
H 1.60451 -1.89101 6.68996 0.0574 -0.0291 0.0083
C 0.02859 1.41641 -9.52562 0.2097 -0.0583 -0.0535
C 0.26379 1.66476 -8.05974 -0.0629 0.0172 -0.1655
C 0.58056 3.09143 -7.66612 -0.0430 0.0616 0.0277
O 1.37536 2.90329 -6.48257 -0.0286 0.0557 -0.0372
C 1.96909 1.69937 -6.57824 0.0838 0.0085 -0.0936
O 2.83103 1.31624 -5.84503 -0.0766 -0.0925 -0.0238
O 1.45973 0.99032 -7.60074 -0.0653 -0.0248 0.0825
H 0.02444 0.34758 -9.73379 -0.0778 -0.0042 0.0351
H -0.93261 1.83242 -9.82562 -0.0111 0.0129 0.0119
H 0.81412 1.87186 -10.12945 -0.0013 0.0211 0.0203
H -0.56944 1.28115 -7.46432 0.0137 -0.0106 0.0193
H -0.29258 3.69528 -7.43691 0.0293 -0.0176 0.1375
H 1.19519 3.59783 -8.41296 -0.0257 -0.0224 -0.0482
C 6.62928 1.22709 -2.84087 0.1878 0.0760 -0.0057
C 5.85564 2.49791 -3.07371 0.0757 -0.1456 0.0023
C 5.41800 2.75784 -4.49747 -0.1109 0.0000 -0.0119
O 5.35967 4.19588 -4.52881 0.0053 -0.0584 -0.0389
C 6.22843 4.66453 -3.60918 0.0787 -0.0199 0.0069
O 6.55068 5.80505 -3.49951 0.0454 0.0170 -0.0034
O 6.67726 3.65954 -2.82311 -0.1099 0.0225 0.0361
H 7.07829 1.23044 -1.84848 -0.0764 -0.0157 0.0304
H 5.96657 0.36552 -2.92034 -0.0172 0.0014 -0.0133
H 7.43233 1.12144 -3.57106 -0.0188 0.0126 -0.0193
H 4.99854 2.55665 -2.39553 -0.0007 0.0204 0.0033
H 4.45094 2.33397 -4.75410 0.0233 0.1679 0.0054
H 6.16893 2.43102 -5.22098 0.0247 -0.0461 0.0368
C 3.86264 6.49449 -1.78456 -0.2412 -0.1388 0.0208
C 4.16084 7.31888 -0.56329 0.0089 -0.1006 -0.1164
C 5.39234 6.91316 0.21538 0.0871 0.0556 0.0312
O 5.06460 7.34700 1.54292 0.0306 -0.0509 -0.0379
C 3.71381 7.34355 1.65810 -0.0062 -0.0177 -0.0517
O 3.12140 7.48043 2.67680 -0.0242 -0.0004 0.0510
O 3.14064 7.15954 0.44427 0.0348 0.0780 0.0155
H 2.86000 6.70449 -2.15643 0.0225 0.0873 0.0038
H 4.58298 6.71431 -2.56926 0.0228 0.0166 0.0016
H 3.90964 5.42793 -1.55290 0.0315 0.0116 0.0324
H 4.20394 8.38192 -0.81711 -0.0046 0.0089 0.0118
H 6.30743 7.39135 -0.12217 -0.0058 0.0675 0.0931
H 5.52817 5.82905 0.22822 -0.0108 -0.0115 -0.0686
```
Forces are in eV/Å.

Calculated values
M (g mol⁻¹): 1024.754
Lowest unoccupied orbital energy (eV): -0.04
F_max (eV/A): 0.8
SMILES: CCCC[C@H]1OC(=O)[C@@H](CC=O)[C@H]1I.C[C@@H]1COC(=O)O1.C[C@@H]1COC(=O)O1.C[C@@H]1COC(=O)O1.C[C@@H]1COC(=O)O1.C[C@@H]1COC(=O)O1.C[C@@H]1COC(=O)O1.C[C@@H]1COC(=O)O1
Net charge: 0



No. 2
The following is a DFT calculation (ωB97M-V/def2-TZVPD) of a molecular structure, C38H58AuGeN2O2SSi3 in a non-equilibrium geometry.

XYZ file:
```
106
Properties=species:S:1:pos:R:3:forces:R:3
Au 0.67345 1.50823 -0.14021 -0.1518 0.3531 -0.4042
C -0.92821 1.38518 5.51085 0.0011 0.0203 0.0214
N -0.44306 0.59165 4.39257 -0.0035 -0.0282 -0.0031
C 0.48248 -0.48538 4.69730 -0.0062 0.0000 0.0183
C -0.78427 0.87543 3.14112 -0.0395 0.0683 0.0762
O -0.39827 0.27059 2.13434 -0.0154 0.1318 0.1172
H -0.09575 1.87320 6.01886 0.0031 -0.0033 0.0008
H -1.44854 0.74720 6.22483 -0.0032 -0.0011 -0.0022
H -1.61720 2.14724 5.15300 0.0039 0.0023 -0.0042
H 0.11359 -1.04727 5.55467 -0.0156 -0.0111 -0.0055
H 1.46979 -0.08550 4.93367 -0.0477 -0.0134 0.0064
H 0.56703 -1.13873 3.83364 0.0345 0.0234 -0.0038
H -1.48347 1.71802 3.07042 -0.0128 0.0613 -0.0320
C -0.48288 4.36043 -0.90795 -0.0857 0.3263 -0.3601
Si -0.39365 3.02718 -2.21814 1.0098 -0.2766 1.1837
C 1.24980 2.83720 -3.07082 -0.1659 0.2757 -0.3366
C -1.87328 3.19370 -3.30595 -0.0549 -0.1378 0.0501
Ge -1.40280 0.54720 -1.04711 -0.6100 -0.8206 -0.3384
Si -1.80516 -0.46494 -3.27399 0.0327 0.3404 -0.0334
C -0.08845 -0.47677 -4.02247 -0.0264 -0.0164 -0.0744
C -2.50150 -2.18756 -3.04204 0.0835 0.0304 0.0501
C -3.00843 0.43712 -4.39663 -0.0252 -0.0463 -0.0794
Si -3.38598 1.07380 0.29934 0.0330 0.3067 -0.0406
C -4.75969 1.18258 -0.97069 0.0154 -0.0892 -0.0240
C -3.91671 -0.05562 1.69710 0.1319 0.0883 -0.0244
C -3.05911 2.79330 1.00283 -0.0646 -0.0504 -0.0101
H 0.01036 5.24378 -1.33416 -0.0222 0.0332 0.0716
H -0.00501 4.13176 0.04010 -0.0939 0.0291 0.0247
H -1.51680 4.64438 -0.71143 -0.0279 -0.0544 0.0109
H 1.74402 3.81183 -3.06123 0.0568 0.0427 -0.0155
H 1.12791 2.54589 -4.11563 0.0182 -0.0244 0.0403
H 1.90518 2.12433 -2.58101 0.0487 -0.0540 -0.0121
H -2.00976 4.28066 -3.35489 -0.0158 -0.0016 -0.0550
H -2.79884 2.77388 -2.91113 0.0319 0.0335 0.0071
H -1.70705 2.81033 -4.31100 0.0004 0.0527 0.1198
H 0.68474 -0.72576 -3.29515 0.0322 -0.0073 0.0360
H 0.14981 0.49476 -4.46721 -0.0234 -0.0902 0.0614
H -0.03565 -1.21989 -4.82146 0.0120 0.0004 -0.0486
H -2.13343 -2.72211 -2.17038 0.0460 0.0108 -0.0855
H -2.22670 -2.75485 -3.93718 -0.0465 -0.0055 -0.0060
H -3.59194 -2.16288 -3.00001 -0.0178 0.0170 0.0294
H -2.51611 1.13398 -5.07569 -0.0721 -0.0780 0.0393
H -3.79252 0.97054 -3.85718 0.0028 -0.0296 -0.0427
H -3.50537 -0.31268 -5.01729 0.0081 -0.0201 -0.0008
H -4.78005 0.30666 -1.62354 -0.0345 -0.0045 0.0173
H -4.65909 2.07008 -1.59921 0.0135 -0.0136 -0.0219
H -5.73227 1.24503 -0.47704 0.0055 0.0217 0.0257
H -4.58856 -0.84108 1.36684 -0.0431 -0.1605 -0.0852
H -4.47068 0.56935 2.40340 -0.0275 -0.0045 -0.0285
H -3.09435 -0.50635 2.24318 0.0136 -0.0043 0.0831
H -3.42685 3.56614 0.32457 0.0348 -0.0030 -0.0224
H -2.00447 2.98701 1.19260 0.0608 0.0048 0.0397
H -3.60366 2.91740 1.94223 -0.0002 0.0162 -0.0025
C 5.11697 5.00569 -0.08134 -0.0102 0.0169 -0.0100
C 5.64545 3.85697 0.49977 0.0095 -0.0335 0.0174
C 4.82862 2.79585 0.82078 -0.0540 -0.0199 0.0246
C 3.43303 2.85853 0.56178 0.1016 -0.1826 -0.0396
C 2.93353 4.01216 -0.07661 -0.0088 -0.0265 -0.0260
C 3.75412 5.07337 -0.37172 -0.0050 0.0386 -0.0208
N 2.58876 1.82042 0.85344 0.0343 0.2594 0.0497
C 2.99258 0.92206 1.85656 -0.0483 -0.1745 0.0123
C 2.83361 -0.44695 1.63877 0.0596 0.1498 -0.1543
C 3.27808 -1.35801 2.57822 -0.0034 0.0698 0.0720
C 3.84565 -0.91531 3.76788 0.0064 0.0368 -0.0172
C 3.95682 0.44873 4.01469 0.0349 -0.0715 -0.0293
C 3.53914 1.36736 3.06727 -0.0903 0.0406 -0.0490
H 5.76443 5.83641 -0.32542 0.0034 0.0080 0.0016
H 6.70793 3.78761 0.68810 0.0042 -0.0057 -0.0023
H 5.25880 1.89145 1.22285 0.0047 -0.0373 0.0359
H 1.88181 4.05326 -0.29605 -0.0640 0.0502 -0.0419
H 3.34526 5.96462 -0.82987 -0.0035 -0.0210 0.0041
H 2.41258 -0.77491 0.69514 0.1459 0.1276 0.1557
H 3.19061 -2.41978 2.38603 0.0189 -0.0352 0.0337
H 4.19275 -1.62861 4.50277 0.0091 -0.0095 0.0104
H 4.37790 0.79905 4.94734 0.0128 -0.0013 0.0099
H 3.61231 2.42863 3.26563 0.0254 0.0172 -0.0182
O -0.74549 -1.28937 -0.72781 -0.1010 -0.1064 0.2782
S 0.06078 -1.90066 0.45579 0.2565 -0.1016 0.0333
C 0.65738 -3.45431 -0.22814 -0.1312 0.0132 -0.1268
C 1.75370 -3.22879 -1.22377 0.0630 0.0142 -0.0195
C 1.51371 -3.42411 -2.57735 0.0111 0.0201 -0.0011
C 2.53320 -3.23807 -3.50015 0.0067 0.0195 -0.0276
C 3.79251 -2.84351 -3.07497 -0.0019 0.0045 0.0072
C 4.03848 -2.64831 -1.72155 -0.0036 0.0006 -0.0066
C 3.02434 -2.84631 -0.79904 0.0087 -0.0466 0.0589
C -1.13759 -2.56854 1.62248 -0.0991 -0.1308 -0.0146
C -2.05353 -3.61495 1.06191 -0.0701 0.0029 0.1453
C -3.08998 -3.27462 0.19781 0.0412 -0.1940 0.0733
C -3.93899 -4.25279 -0.29734 0.0046 -0.0032 -0.0094
C -3.75582 -5.58006 0.06248 -0.0046 -0.0041 -0.0062
C -2.71860 -5.92897 0.91566 0.0082 -0.0030 -0.0024
C -1.87223 -4.95022 1.41323 -0.0302 0.0068 0.0243
H -0.20319 -3.97293 -0.65174 0.0360 -0.0179 -0.0222
H 1.00186 -4.01336 0.64722 -0.0041 0.0117 0.0013
H 0.53259 -3.74158 -2.90802 -0.0418 0.0005 -0.0135
H 2.34630 -3.41029 -4.55177 -0.0027 0.0010 -0.0022
H 4.58835 -2.70563 -3.79422 0.0037 -0.0005 -0.0050
H 5.02586 -2.36347 -1.38506 0.0261 0.0040 0.0065
H 3.23128 -2.72824 0.26270 -0.0127 -0.0875 -0.2325
H -1.62767 -1.68174 2.01584 -0.0548 -0.0964 -0.0706
H -0.50774 -2.96942 2.42336 -0.0070 0.0102 -0.0206
H -3.22196 -2.24883 -0.09868 -0.0832 0.2632 -0.0009
H -4.74828 -3.97957 -0.96229 0.0137 -0.0008 -0.0004
H -4.42364 -6.34120 -0.31705 -0.0004 -0.0067 -0.0055
H -2.57332 -6.96210 1.19987 -0.0031 -0.0072 0.0083
H -1.07564 -5.22631 2.09498 0.0080 -0.0026 0.0045
```
Forces are in eV/Å.

Calculated values
M (g mol⁻¹): 960.796
Relative energy (zero: lowest compared OMol25 entry of this formula, charge and spin) (kcal per mole): 26.92
2S+1: 2
Lowest unoccupied orbital energy (alpha / beta) (eV): -5.72 / -6.98
F_max (eV/A): 1.6
Net charge: +2